[1]
Density functional theory data (wB97M-V/def2-TZVPD) for 10 unconnected molecules or ions with the total composition C10H39O10 at a distorted geometry.

- total charge = -1
- energy above the lowest of the compared OMol25 structures with the same formula, charge and spin (kcal/mol) = 108.15

Structure (XYZ):
```
59
Properties=species:S:1:pos:R:3:forces:R:3
C 0.44567 0.71000 -0.64027 0.6763 0.8278 -3.0150
O 1.13155 0.88808 -1.86444 -0.6066 -0.3871 1.3982
H 0.09813 1.66829 -0.25429 0.4283 0.7858 0.9917
H -0.54398 0.27653 -0.78449 -0.6489 -1.1299 -0.0451
H 1.00365 0.11853 0.08563 0.1096 -0.1289 0.6810
C 2.46969 7.02504 1.77140 -1.4806 0.0299 0.3285
O 3.47635 6.52616 0.95941 0.8558 -0.0358 0.0100
H 2.63144 8.03145 2.15749 0.2074 0.3054 -0.2115
H 1.55450 7.00801 1.17958 -0.0022 0.2236 -0.0038
H 2.25440 6.40638 2.64261 0.1478 -0.3220 0.1397
H 4.24160 6.42521 1.53018 0.2784 -0.1849 -0.2702
C -5.04533 -4.34332 0.26419 -0.9402 -0.2793 0.0708
O -3.84910 -4.67232 0.96260 -0.6148 0.2869 -0.3753
H -5.43003 -5.14671 -0.36404 0.6818 -0.2587 -0.5662
H -5.91202 -4.25454 0.91923 0.3925 0.3788 0.7698
H -5.00084 -3.41856 -0.31108 0.2792 -0.0359 -0.0140
H -3.13972 -4.26632 0.45907 0.2263 -0.0727 0.1090
C 3.28534 -2.04457 5.73202 -0.6273 1.0612 0.0893
O 4.22100 -3.05864 5.91808 0.1714 -1.2432 -0.0498
H 3.42730 -1.33604 6.54807 -0.0640 0.7260 -0.3672
H 3.33177 -1.62703 4.72624 0.3304 0.4879 0.0935
H 2.23427 -2.32291 5.80866 0.2071 -0.9781 0.2301
H 5.08142 -2.69813 5.69156 -0.0225 -0.0533 -0.0080
C -3.28295 6.92819 -1.77261 -0.3941 0.4303 -0.7467
O -2.23053 6.81104 -2.71013 0.7333 -0.0097 0.1699
H -4.16377 6.59817 -2.32338 -0.5486 0.0688 0.7616
H -3.15786 6.40969 -0.82202 0.2782 -0.5355 -0.2688
H -3.37684 7.98109 -1.50675 -0.1816 0.1318 -0.1204
H -2.52165 6.26868 -3.44682 0.1211 -0.0739 0.2112
C -1.43416 -6.16826 -4.03210 -1.2049 -2.4343 -1.1149
O -0.86540 -4.95122 -3.95057 1.0577 2.2082 0.3594
H -1.70615 -6.64110 -3.08842 -0.1198 0.2744 0.3342
H -2.30242 -6.13570 -4.69025 -0.4956 -0.1695 0.1916
H -0.79879 -6.88925 -4.54648 0.5198 -0.0356 0.0530
H -1.48452 -4.29594 -4.28057 0.2412 0.1508 0.1900
C 4.42803 -5.35560 -1.02923 1.1898 -0.8274 0.8272
O 4.83666 -5.29472 -2.40609 -0.9126 0.3788 0.6048
H 3.56680 -4.80615 -0.64912 -0.1645 0.3385 -1.2684
H 4.27861 -6.39085 -0.72258 -0.3054 -0.2466 -0.1463
H 5.25310 -5.03439 -0.39348 0.2057 0.3074 0.0614
H 5.49181 -5.99041 -2.49759 -0.0018 0.0465 -0.0932
C 7.17311 1.21586 0.06547 -0.9132 -1.0507 -0.6504
O 6.98796 2.23598 -0.89531 0.6067 1.0336 0.3921
H 6.43741 1.26311 0.86835 -0.3618 0.2229 -0.2699
H 6.97880 0.34058 -0.55439 0.1801 -0.8464 1.0011
H 8.12094 1.12566 0.59612 0.5569 0.4508 -0.5602
H 7.04680 1.82189 -1.75941 -0.0760 0.2068 0.0970
C -4.54480 0.66070 5.25287 0.8815 0.6629 1.5798
O -5.06118 1.98534 5.63791 0.1948 -1.4773 -0.5437
H -4.16147 0.61130 4.23370 -0.4815 0.0934 0.0038
H -3.71143 0.48792 5.93384 0.6282 0.0014 -0.3305
H -5.14046 -0.19428 5.57267 -0.9757 0.3823 -0.6677
H -4.39396 2.28706 6.25871 -0.2467 0.3388 -0.0522
C -4.89154 1.38983 -4.69619 -0.6010 0.5042 0.7067
O -4.33844 0.23270 -5.24603 0.4207 -0.4782 -0.3970
H -4.69805 2.26317 -5.31904 -0.3054 0.0825 -0.0021
H -5.95495 1.21704 -4.53066 -0.2737 0.2291 -0.4577
H -4.54138 1.61925 -3.68978 0.6298 -0.1466 0.0249
H -3.80430 0.49891 -5.99797 0.1333 -0.2160 0.1348
```
Positions in Å, forces in eV/Å.

=====

[2]
Density functional theory data (wB97M-V/def2-TZVPD) for a molecular structure, C10H3BrF11N2O6S2Y at a distorted geometry.

Structure (XYZ):
```
36
Properties=species:S:1:pos:R:3:forces:R:3
Y -0.26280 0.37986 0.50605 0.0134 -0.1587 0.0290
F -4.85640 2.25768 -0.17892 -0.1684 0.2484 0.0330
C -4.65219 1.00425 -0.53353 0.0768 -0.1842 -0.0480
F -4.88536 0.20195 0.48168 -0.0386 -0.1620 0.2298
F -5.41667 0.67685 -1.55503 -0.2328 0.0214 -0.1780
S -2.90266 0.89719 -1.05814 0.2911 -0.0099 -0.3024
O -2.15975 1.27296 0.17499 -1.9953 0.5655 -0.9483
O -2.69992 1.76297 -2.18019 -0.1806 -0.1168 0.3691
N -2.73967 -0.66377 -1.35181 0.3611 0.3438 -0.1332
S -1.38507 -1.05110 -2.09545 -0.0538 0.3090 0.1907
O -0.30992 -0.14861 -1.60225 -0.3635 -0.7330 -1.8617
O -1.10528 -2.44112 -2.06896 -0.2350 0.0454 0.1143
C -1.58407 -0.58932 -3.90200 0.1445 -0.2603 0.1741
F -0.89584 0.49162 -4.19292 0.1881 0.2774 -0.0348
F -1.12240 -1.61106 -4.60537 -0.0048 -0.0144 -0.2010
F -2.85806 -0.39739 -4.16779 -0.3066 -0.0364 -0.1400
Br 2.64519 1.10606 -1.33134 0.1702 -0.0616 0.0770
C 2.86669 -0.28459 -0.06502 -0.1420 -0.0169 0.0862
C 4.08976 -0.86636 0.17648 0.1759 -0.1225 0.0503
C 4.12168 -1.89894 1.10567 0.1800 -0.0265 -0.0207
C 2.96100 -2.33148 1.73029 0.1875 -0.0941 0.0746
C 1.78781 -1.68600 1.42685 0.0066 0.1835 -0.2625
N 1.76171 -0.66065 0.55650 0.9879 -0.6588 0.0071
C 0.43731 -2.11955 1.98126 -0.4066 0.3991 -0.2682
O 0.37019 -3.11204 2.65047 -0.1134 -0.0751 0.1700
O -0.55072 -1.32644 1.59802 0.4793 -1.4498 0.7770
H 4.97575 -0.53065 -0.34239 -0.0164 -0.0189 0.0305
H 5.06617 -2.37868 1.32886 -0.0112 0.0030 -0.0083
H 2.94163 -3.15156 2.43371 0.0176 0.0092 -0.0205
F 0.86503 1.01632 3.30875 -0.0226 0.1289 0.0702
C 0.28512 1.70588 2.24801 0.9562 1.3817 1.7386
F -0.82886 2.34979 2.76841 0.0883 0.0175 -0.0522
C 1.27223 2.78756 1.84063 -0.0106 0.2388 0.2105
F 1.38962 3.85549 2.62469 -0.1361 0.0253 -0.0977
F 2.49989 2.26379 1.69454 0.0756 -0.0673 -0.0731
F 0.87889 3.21907 0.59524 0.0381 0.0691 0.2186
```
Positions in Å, forces in eV/Å.

=====

[3]
Density functional theory data (wB97M-V/def2-TZVPD) for a molecular structure, C10H40BeN20O14S at a distorted geometry.

- energy above the lowest of the compared OMol25 structures with the same formula, charge and spin (kcal/mol) = 82.73

Structure (XYZ):
```
86
Properties=species:S:1:pos:R:3:forces:R:3
Be 2.06682 0.53246 -3.20042 -2.7283 -0.5875 4.7397
S 0.41071 -0.05042 -0.86420 1.2496 -0.9125 1.8096
O 0.87926 -0.92366 0.23176 0.2621 0.1085 -0.5686
O 1.24448 1.15498 -0.93212 0.4409 0.6888 -0.9712
O 0.66473 -0.79310 -2.14910 1.3591 1.2166 -2.1957
O -0.99945 0.23954 -0.60425 0.1388 -0.5278 -1.0864
C 1.22060 6.02496 0.41884 0.3796 0.0302 -0.2867
O 1.31160 5.62074 1.56081 -0.1302 0.3294 -0.0313
N 1.00708 5.13701 -0.61894 -0.1125 -0.5452 0.5513
N 1.34292 7.31626 -0.00491 -0.1875 -0.2596 -0.0921
H 1.06773 5.33187 -1.59991 0.1693 0.1399 0.0263
H 1.16590 4.19900 -0.29037 -0.1748 -0.1925 -0.4999
H 1.43230 7.43902 -0.99457 0.0074 0.5238 0.0534
H 1.45935 8.08513 0.62676 0.0645 -0.0934 0.0957
C -0.76572 -2.03348 3.06505 -1.4689 -0.6252 0.2892
O -1.26283 -2.28719 4.14247 0.5780 0.2695 -0.1447
N 0.61186 -1.92037 2.83563 -0.2513 0.0450 0.0121
N -1.48074 -1.91638 1.89470 1.5017 -0.0379 0.3980
H 0.85243 -1.46682 1.95787 -0.0221 0.0472 0.7284
H 1.12022 -1.65711 3.66202 0.0324 -0.1352 0.0137
H -2.48663 -1.85920 1.85530 -0.1203 0.0628 0.1455
H -0.86186 -1.49066 1.23006 -0.9356 0.1357 -0.8873
C -4.43705 -2.30027 -0.07843 -0.9627 0.8981 -0.5617
O -4.48180 -1.86377 1.06999 0.6645 -0.3728 -0.1236
N -3.40885 -2.08532 -0.94407 0.1115 0.0226 0.6068
N -5.51942 -2.92222 -0.64141 0.6565 0.0878 0.7778
H -3.50630 -2.23404 -1.92985 0.2270 -0.1301 -0.0084
H -2.63659 -1.53996 -0.60435 0.1529 -0.1820 -0.1033
H -5.56272 -3.09613 -1.62534 -0.3353 -0.2397 0.0448
H -6.26773 -3.05730 0.01350 -0.3363 -0.1378 -0.4428
C -0.59085 2.78643 -2.97717 0.4097 1.2616 1.3637
O 0.13667 1.93697 -3.55855 1.1245 -0.9350 -0.7181
N -1.20239 2.58221 -1.81793 0.2840 0.0292 -0.4945
N -0.73335 4.06646 -3.42979 0.5074 -0.9434 -0.5365
H -1.09603 1.69292 -1.35550 -0.3543 -0.0913 0.0749
H -1.73925 3.29487 -1.35532 -0.0843 0.0199 -0.0585
H -1.17585 4.72454 -2.81758 -0.1013 0.3374 -0.3750
H -0.33473 4.29189 -4.32239 -0.1375 0.3310 0.0506
C -4.53202 1.48438 -1.89227 -1.5389 -0.6005 -0.9790
O -5.39123 1.92561 -2.64683 0.7318 0.7311 -0.0621
N -3.47620 0.73288 -2.34083 -0.9196 0.3802 0.9949
N -4.66724 1.58565 -0.54162 0.6038 -0.0016 0.2002
H -3.00180 0.25788 -1.59799 0.9058 -0.1325 -0.6900
H -3.18721 0.86014 -3.28939 0.1646 -0.3786 -0.0035
H -5.27994 2.29654 -0.19035 -0.2543 -0.2670 0.0771
H -4.16660 0.97986 0.08468 -0.0016 0.2134 0.1731
C -1.25628 2.52894 2.13402 0.2481 0.4031 1.4253
O -1.51629 3.15307 3.15484 -0.3547 -0.1365 -0.5496
N -0.17348 2.84336 1.36578 -0.6987 -0.2479 -0.0393
N -1.94067 1.42636 1.71998 -0.3517 -0.0924 -0.3937
H -0.01578 2.20953 0.60468 0.8522 0.4985 -0.1409
H 0.41648 3.58477 1.72164 0.2545 -0.1676 -0.3147
H -1.64774 0.90993 0.89562 -0.3751 0.2349 0.6315
H -2.85146 1.27914 2.11717 0.1522 -0.1657 0.2096
C 4.47755 -0.57209 -0.88403 0.5032 -1.9615 -1.1210
O 4.05325 0.04360 -1.89551 -1.1676 0.8328 -1.1415
N 5.82380 -0.84571 -0.79643 -0.7724 1.0658 -0.0545
N 3.75120 -1.26392 -0.01475 -0.6838 0.3391 0.6531
H 6.11192 -1.37149 0.00714 0.4243 -0.1388 -0.1949
H 6.28451 -0.94914 -1.68280 0.3417 0.1488 0.1811
H 2.73993 -1.20388 0.06659 -0.0852 0.3700 -0.1278
H 4.22923 -1.72169 0.74304 -0.1041 0.0068 0.0451
C 3.40652 1.38320 2.43949 1.6500 0.5103 -0.4615
O 4.45282 1.58557 3.04289 -0.7231 0.0136 0.4132
N 2.47584 0.44354 2.74776 -0.3066 -0.2100 -0.3921
N 3.14585 2.05009 1.26093 -0.3338 -0.7634 0.3870
H 2.39427 0.00656 3.64359 0.3969 0.1220 0.0939
H 1.92543 0.09906 1.98359 -0.4569 0.1193 0.2403
H 2.32789 1.78224 0.73829 0.1001 0.5629 -0.2107
H 3.72523 2.83557 1.03753 -0.0010 -0.0262 -0.1200
C -0.55213 -4.10160 -1.92976 1.7563 -0.5958 -1.3312
O -0.58875 -5.25518 -2.33786 -0.9710 0.1387 0.1856
N -0.97788 -3.01089 -2.67050 -0.3381 0.1721 0.6190
N 0.18615 -3.76352 -0.85444 0.0287 0.1735 0.7067
H -1.19759 -3.24873 -3.62246 0.1102 0.1338 -0.0437
H -0.43907 -2.16486 -2.46115 -0.5886 -0.5206 -0.7588
H 0.59359 -4.47561 -0.27540 -0.1976 -0.0724 0.0275
H 0.33667 -2.81368 -0.57393 -0.1288 0.0697 0.1940
C 1.76834 -5.32910 2.33684 0.1519 0.4628 -0.3053
O 1.08089 -5.33688 3.33248 0.0108 -0.1658 -0.1117
N 1.98029 -4.19108 1.56521 -0.5066 -0.4266 0.4543
N 2.41113 -6.42797 1.82863 -0.0505 0.2257 0.4842
H 2.77839 -4.17937 0.95870 -0.0597 0.3783 -0.0671
H 1.46133 -3.36819 1.89148 0.5868 -0.2224 -0.0489
H 2.21926 -7.29707 2.29165 0.1670 -0.1473 -0.2545
H 2.85706 -6.35565 0.93577 -0.0492 -0.5023 -0.0744
```
Positions in Å, forces in eV/Å.

=====

no.,LUMO (eV),HOMO-LUMO gap (eV)
1,2.30,3.78
2,-0.92,8.72
3,-5.18,3.85